1.
Formula: C45H84FNO19S7
Source: the Open Molecules 2025 dataset
Level of theory: ωB97M-V/def2-TZVPD

The geometry in XYZ format:
```
157
C45H84FNO19S7 | the Open Molecules 2025 dataset | ωB97M-V/def2-TZVPD
C 0.78973 -0.05862 2.06359
C -0.25691 0.58954 1.17838
C 0.23834 0.84567 -0.24857
C -0.90569 1.21586 -1.21627
C -0.97379 0.35478 -2.50395
C -2.19170 -0.59677 -2.48202
C -1.75822 -1.95448 -1.90634
C -2.86741 -2.86819 -1.36203
N -3.78560 -2.12572 -0.54264
C -4.88964 -2.86043 0.08773
C -5.80508 -1.85964 0.79680
C -3.51361 -3.73631 -2.47602
F -4.72432 -3.25970 -2.95235
C -3.66937 -5.14200 -1.87806
O -4.14005 -6.11160 -2.40409
O -3.13010 -5.14281 -0.63796
C -2.18835 -4.04548 -0.63575
C -1.53630 -3.78052 0.71528
C -0.07270 -4.10789 0.67199
O 0.81179 -3.31426 0.47053
O 0.16943 -5.43506 0.82281
C 1.52639 -5.74411 1.02961
C 2.28600 -6.11755 -0.19819
O 1.96174 -5.74592 2.13740
H 0.37629 -0.31433 3.04411
H 1.19967 -0.97668 1.63721
H 1.62156 0.62630 2.25502
H -0.51276 1.55779 1.60210
H -1.17796 -0.00274 1.13076
H 0.91131 1.70905 -0.18937
H 0.84430 0.02164 -0.63085
H -0.82420 2.26355 -1.50697
H -1.85086 1.13944 -0.67060
H -0.07164 -0.25423 -2.53825
H -0.96285 0.97672 -3.39867
H -2.94932 -0.13471 -1.85127
H -2.60190 -0.73557 -3.48631
H -1.03412 -1.75569 -1.10808
H -1.20392 -2.47321 -2.69473
H -4.18988 -1.37665 -1.09108
H -5.49191 -3.41231 -0.64639
H -4.49774 -3.60188 0.78374
H -6.85669 -2.12347 0.68904
H -5.56093 -1.76253 1.85597
H -5.66487 -0.87513 0.34681
H -2.85479 -3.85041 -3.34535
H -1.39462 -4.34744 -1.33506
H -2.03638 -4.31166 1.52388
H -1.61040 -2.70972 0.92410
H 3.29709 -5.72806 -0.07470
H 2.35390 -7.20251 -0.28876
H 1.85002 -5.68450 -1.09528
O -6.18456 1.05485 -0.64513
S -6.84453 2.27736 -1.03355
O -6.23379 3.17540 -1.97647
C -8.51000 1.87902 -1.55563
C -9.32961 1.94327 -0.27091
C -8.84291 3.19292 0.47685
C -7.30910 3.16888 0.45802
H -8.50506 0.90176 -2.03224
H -8.81698 2.64328 -2.26875
H -10.39654 1.98685 -0.48334
H -9.14307 1.05243 0.33261
H -9.20501 4.08730 -0.03354
H -9.21872 3.22373 1.49826
H -6.86775 4.16077 0.41227
H -6.89687 2.61951 1.30215
O -0.17948 5.05749 -2.14961
S 0.75589 4.77974 -1.09058
O 0.31111 4.18024 0.14163
C 2.13887 3.86643 -1.76129
C 3.11720 4.94625 -2.21261
C 3.13191 5.99679 -1.09294
C 1.67157 6.28620 -0.72167
H 1.77124 3.22431 -2.55842
H 2.54981 3.25696 -0.95667
H 4.10917 4.53296 -2.39203
H 2.76713 5.39981 -3.14281
H 3.66227 5.59790 -0.22643
H 3.64394 6.90742 -1.39983
H 1.54053 6.51637 0.33222
H 1.24377 7.07999 -1.33078
O 6.39924 1.99970 2.34242
S 5.96354 1.65709 3.67501
O 6.24701 2.54499 4.77929
C 4.21756 1.27021 3.62739
C 4.17992 -0.22783 3.34297
C 5.26668 -0.85289 4.22922
C 6.53124 0.00117 4.07114
H 3.73973 1.88120 2.86511
H 3.80143 1.50259 4.60725
H 3.19483 -0.64150 3.54782
H 4.40692 -0.41140 2.29059
H 4.93852 -0.83979 5.27051
H 5.46279 -1.88935 3.96102
H 7.12458 0.04736 4.97716
H 7.15408 -0.33811 3.24736
O -3.07799 2.25115 3.37300
S -1.91446 2.85291 3.97144
O -0.64547 2.17297 3.98713
C -1.70622 4.49886 3.30017
C -2.52976 5.38623 4.22803
C -2.23476 4.89844 5.65419
C -2.33746 3.36768 5.64489
H -2.04133 4.50046 2.26546
H -0.64422 4.73641 3.34902
H -2.27705 6.43743 4.09813
H -3.59264 5.26660 4.00725
H -1.22479 5.19847 5.93978
H -2.92202 5.33038 6.38020
H -1.64386 2.89429 6.33469
H -3.35061 3.02316 5.84135
O -8.98691 -4.24490 -6.54108
S -7.70781 -4.38303 -7.19176
O -7.50982 -3.87847 -8.52705
C -6.43643 -3.75209 -6.10164
C -6.03092 -4.95664 -5.25948
C -5.94259 -6.13892 -6.23348
C -7.20249 -6.10869 -7.10861
H -6.84404 -2.92476 -5.52593
H -5.61497 -3.40409 -6.72748
H -5.09167 -4.78622 -4.74846
H -6.79117 -5.15529 -4.50179
H -5.05572 -6.02893 -6.86101
H -5.85477 -7.08693 -5.70562
H -7.02713 -6.46203 -8.12131
H -8.02496 -6.66249 -6.66061
O 2.13827 0.47983 -2.96281
S 2.39749 0.14396 -4.33868
O 1.32714 -0.18164 -5.24400
C 3.42778 1.42850 -5.04700
C 4.85214 0.97818 -4.73849
C 4.88749 -0.52902 -5.02685
C 3.64775 -1.14982 -4.37094
H 3.15922 2.38360 -4.60169
H 3.23345 1.44709 -6.11892
H 5.57906 1.52249 -5.33915
H 5.08023 1.16171 -3.68627
H 4.85625 -0.69415 -6.10537
H 5.79904 -0.99038 -4.65097
H 3.25182 -1.99395 -4.92956
H 3.83269 -1.44036 -3.33856
O 11.30116 -0.27667 3.59645
S 10.51711 -0.35340 4.80170
O 9.30930 -1.14181 4.83673
C 11.58798 -0.82250 6.15748
C 12.10800 0.50618 6.69663
C 10.89824 1.45171 6.72710
C 10.17581 1.31664 5.38094
H 12.36250 -1.48534 5.77970
H 10.97398 -1.34197 6.89257
H 12.55401 0.38621 7.68261
H 12.87384 0.90294 6.02710
H 10.22717 1.16030 7.53717
H 11.19668 2.48328 6.90496
H 9.09893 1.44604 5.46222
H 10.56999 2.00080 4.63265
```

The HOMO-LUMO gap comes out at 9.24 eV. The value obtained for the LUMO energy is 0.3 eV. The value obtained for the energy above the lowest of the compared OMol25 structures with the same formula, charge and spin is 0.0 kcal per mole. The total charge is 0. As for the SMILES: CCCCCCC[C@@]1(NCC)[C@H](F)C(=O)O[C@@H]1CC(=O)OC(C)=O.O=S1(=O)CCCC1.O=S1(=O)CCCC1.O=S1(=O)CCCC1.O=S1(=O)CCCC1.O=S1(=O)CCCC1.O=S1(=O)CCCC1.O=S1(=O)CCCC1. The calculation puts the HOMO energy at -0.3281 hartree. As for the total energy: -166982.61856 eV.

Atom charges from the Löwdin analysis, given in e for atoms 1 to 4: -0.1123, -0.2535, -0.2071, -0.1633

***

2.
Formula: C45H85F3N4O13
Source: the Open Molecules 2025 dataset
Level of theory: ωB97M-V/def2-TZVPD

The geometry in XYZ format:
```
150
C45H85F3N4O13 | the Open Molecules 2025 dataset | ωB97M-V/def2-TZVPD
C 25.04385 -3.10984 22.72929
C 26.17952 -2.03858 22.70668
C 27.19127 -2.49072 23.69011
C 28.11695 -3.60591 23.16529
C 28.84215 -3.16365 21.86258
C 27.77987 -2.65516 20.81556
N 26.70263 -1.81562 21.33838
O 25.71024 -1.38841 20.35601
C 28.50076 -1.76352 19.83405
C 27.23963 -3.88259 20.13915
C 25.65085 -0.72538 23.27121
H 24.26932 -2.86706 22.00179
H 24.61555 -3.24769 23.72209
H 25.36849 -4.09613 22.39771
H 27.87449 -1.69232 23.97972
H 26.79785 -2.89967 24.62075
H 27.60517 -4.54508 22.95519
H 28.77821 -3.90894 23.97709
H 29.51267 -3.88282 21.39216
H 29.53178 -2.43336 22.28587
H 28.88921 -0.86316 20.31004
H 29.21320 -2.29607 19.20403
H 27.75420 -1.35884 19.15070
H 26.59249 -3.69462 19.28243
H 27.96370 -4.57972 19.71745
H 26.52831 -4.43856 20.74990
H 26.43581 0.02695 23.19426
H 25.18164 -0.81764 24.25072
H 24.79687 -0.38733 22.68423
H 25.88500 -0.44627 20.29746
C 19.96453 -5.07242 18.69180
C 20.31242 -3.71961 19.26588
C 19.96974 -3.82453 20.80325
C 20.51934 -2.54495 21.61016
C 22.06222 -2.62315 21.48591
C 22.54414 -2.48449 19.99707
N 21.78130 -3.45707 19.09652
O 22.24958 -3.63294 17.81340
C 22.47230 -0.96556 19.58879
C 24.01810 -2.90314 20.05249
C 19.50666 -2.68227 18.55289
H 20.67221 -5.74647 19.17446
H 20.14662 -5.06611 17.61714
H 18.91535 -5.31146 18.86550
H 18.89207 -3.80866 20.96598
H 20.35774 -4.76598 21.19213
H 20.32405 -2.61926 22.67995
H 20.17553 -1.55609 21.30676
H 22.56550 -3.36373 22.10747
H 22.38351 -1.72033 22.00533
H 21.51554 -0.56627 19.92535
H 23.21153 -0.41327 20.16899
H 22.58578 -0.73441 18.52964
H 24.42429 -2.87790 19.04132
H 24.54580 -2.25019 20.74768
H 24.18675 -3.91673 20.41622
H 19.55023 -2.73998 17.46529
H 19.91414 -1.74963 18.94308
H 18.44941 -2.68285 18.81806
H 22.01567 -2.86296 17.28994
C 25.30369 2.83571 23.91294
C 24.72523 3.35610 25.23653
C 25.88177 3.47093 26.24769
C 25.67747 4.52267 27.25862
C 25.38378 5.90125 26.62968
C 24.12884 5.87260 25.71540
N 24.13140 4.70327 24.82872
O 23.24258 4.70874 23.83912
C 22.79874 5.92604 26.50443
C 24.27518 7.12622 24.79013
C 23.55705 2.36246 25.67748
H 26.00646 3.50317 23.41422
H 24.47536 2.81193 23.20484
H 25.88902 1.93274 24.08654
H 26.07344 2.59197 26.86314
H 26.87588 3.57045 25.81185
H 26.36489 4.66700 28.09212
H 24.82828 4.23534 27.87863
H 26.25014 6.15191 26.01758
H 25.27764 6.52324 27.51848
H 22.81398 6.77434 27.18871
H 21.92697 5.91831 25.85017
H 22.70597 5.11791 27.22996
H 23.45729 7.46822 24.15594
H 24.63244 7.99337 25.34556
H 25.07060 6.94683 24.06679
H 23.86356 1.31664 25.65724
H 22.58268 2.45222 25.19722
H 23.15841 2.64781 26.65101
H 22.56278 4.14991 24.22275
C 23.17018 -6.58481 26.28404
C 23.18273 -5.03245 25.82880
C 23.86489 -4.83430 24.45423
C 23.02639 -5.20607 23.18462
C 21.65306 -4.61143 23.29194
C 20.84867 -4.79378 24.62700
N 21.82751 -4.43794 25.75781
O 21.17426 -4.39498 27.00563
C 19.72592 -3.70458 24.58796
C 20.30151 -6.20269 24.69284
C 24.01274 -4.17764 26.91645
H 22.62467 -7.19679 25.56571
H 22.55191 -6.85226 27.14097
H 24.14240 -7.07703 26.30877
H 24.22561 -3.80579 24.46635
H 24.78865 -5.40431 24.55347
H 22.94239 -6.28508 23.05507
H 23.69271 -4.78207 22.43338
H 21.19263 -5.19390 22.49392
H 21.70588 -3.59831 22.89333
H 19.21444 -3.80463 23.63063
H 19.03776 -3.78548 25.42939
H 20.33211 -2.80691 24.46624
H 20.29752 -6.55978 25.72269
H 19.26704 -6.27422 24.35691
H 20.93597 -6.89816 24.14341
H 25.03960 -4.52990 27.01426
H 23.53905 -4.30786 27.88947
H 23.94956 -3.13225 26.61435
H 21.36815 -3.49924 27.29139
C 25.66679 0.03229 25.87925
C 26.62446 -1.09943 25.90399
O 27.59106 -0.56159 25.07768
C 27.65094 0.72054 25.16535
O 28.51821 1.48989 24.85472
O 26.52278 1.08197 25.80912
F 26.08388 -2.17473 25.35767
H 25.04863 0.11719 26.77299
H 25.02382 -0.09956 25.00901
H 27.01341 -1.33152 26.89543
C 20.82468 1.25171 26.96918
C 19.60926 1.87081 27.42367
O 19.99610 3.25728 27.33269
C 20.89609 3.39588 26.34602
O 21.14898 4.37530 25.70010
O 21.33902 2.21389 26.04901
F 19.46955 1.50082 28.74057
H 20.71329 0.20861 26.67317
H 21.61401 1.19046 27.71839
H 18.67220 1.64867 26.91313
C 21.74327 -1.63267 24.70121
C 23.16982 -1.98363 24.29745
O 23.87943 -1.04914 25.15709
C 23.02662 -0.09075 25.73844
O 23.26585 0.78825 26.53946
O 21.78175 -0.42097 25.38001
F 23.35957 -1.79704 22.99205
H 21.34870 -2.46674 25.28150
H 21.04761 -1.72197 23.86684
H 23.33733 -3.01698 24.60114
```

The HOMO-LUMO gap comes out at 6.21 eV. The value obtained for the LUMO energy is -0.3 eV. The value obtained for the energy above the lowest of the compared OMol25 structures with the same formula, charge and spin is 728.8 kcal per mole. The total charge is 0. The calculation puts the HOMO energy at -0.2399 hartree. As for the total energy: -88737.48043 eV.

Atom charges from the Löwdin analysis, given in e for atoms 1 to 4: -0.0475, -0.3587, -0.1382, -0.1520